# C26H44O13SSi2

C26H44O13SSi2 as an isolated structure in a non-equilibrium geometry (ωB97M-V with the def2-TZVPD basis set, the Open Molecules 2025 dataset).

```
86
Properties=species:S:1:pos:R:3:forces:R:3
S -0.869623 0.925915 -2.483083 -0.9296 0.2666 -5.1643
Si -1.007902 2.069225 -0.635648 -2.1662 2.5070 1.7826
Si -2.082498 4.530924 0.306071 -0.8366 -0.2562 -0.2905
O -2.097459 3.366117 -0.960612 1.6759 -0.9128 1.2213
O 3.584253 -6.421944 1.357424 -0.2002 -0.0794 -0.3064
O -0.801984 1.933127 -3.593704 0.7555 -0.9085 2.3173
O -1.742452 -5.872887 -1.664560 -0.3283 -0.1106 0.2464
O 1.125561 6.903635 0.675150 -0.1283 -0.0873 -0.2623
O -2.022140 0.033554 -2.762678 1.8198 0.1107 1.7106
O 1.517686 -5.402607 -4.685922 0.0923 0.5865 0.0328
O 2.210553 -7.258768 -0.231468 0.8459 0.2669 0.5226
O 1.152685 -3.172450 -4.730169 0.1618 -0.3671 0.0004
O -1.925261 3.788860 3.372691 -0.1967 0.4843 0.4978
O -2.137684 5.485973 4.851128 -0.0167 -0.2633 -0.2300
O -0.349244 6.673261 -1.024124 0.8871 0.0072 0.2511
O -3.594058 -6.950318 -0.939467 0.4061 0.4498 -0.0552
C -0.470564 -6.270032 -2.200359 0.3551 0.0317 -0.2133
C 1.249907 2.496485 2.757580 -0.9529 -0.4367 -0.1002
C 0.886216 1.367784 2.438709 0.6816 0.5544 -1.6849
C -0.234579 -7.665724 -1.672249 0.0567 -0.4720 0.0149
C -2.460424 -6.980721 -1.334724 -0.7564 -0.3041 -0.0104
C -1.850340 4.204635 4.495817 0.2702 -0.4536 -0.5746
C 2.808803 -4.212133 1.409584 -0.1062 0.5395 0.0034
C -0.926302 -0.179450 1.285882 -0.4622 0.0273 0.9737
C 0.869112 -4.461810 -5.055536 0.0801 -0.7071 0.2584
C 0.439472 7.342261 -0.416331 -0.6995 -0.0898 -0.4363
C 1.894974 7.982960 1.220960 0.2555 0.1026 0.3138
C 3.605207 -5.245386 2.176355 0.2233 0.1962 0.3360
C 2.068255 8.964913 0.082459 0.2829 0.4494 -0.1171
C -1.839768 5.674796 6.240846 -0.0091 0.2894 0.3252
C -0.522943 -3.089226 -6.366280 -0.3684 0.0570 -0.3968
C 2.520904 -6.367874 0.512066 -0.4027 -0.5282 -0.3109
C 0.614558 0.071067 1.598859 -0.2262 -0.1029 1.3015
C -0.383843 -4.524049 -5.892860 0.0007 0.3644 -0.4155
C 0.783962 0.039622 -2.560740 0.2563 -0.4214 0.2046
C -1.388623 3.421339 5.698656 -0.3045 0.0642 0.4661
C 0.784340 8.781490 -0.704052 0.5135 0.1439 0.0292
C -1.642721 -8.223821 -1.582437 0.5052 0.0874 0.0603
C 1.783466 -5.063322 0.685802 0.2956 0.4361 0.0187
C 0.122713 -2.312750 -5.240557 -0.2414 0.4913 -0.0405
C -1.869228 4.288343 6.846701 0.0070 -0.2407 0.4872
C -1.736132 1.119049 0.839497 -0.3737 -1.2555 0.4120
H 1.436268 0.518171 -3.361343 -1.2429 -0.5338 0.9030
H 0.893312 -5.236074 1.295143 -0.0471 -0.0489 -0.1408
H -1.220754 -4.827066 -5.259191 0.0629 -0.1033 -0.0159
H -2.219070 5.909026 -0.176710 -0.1494 -0.2404 -0.1348
H 0.268371 2.713955 -0.272005 0.3406 -0.4766 -0.4480
H 1.343262 8.413911 2.061430 -0.0052 -0.0266 -0.0399
H 1.381361 3.583592 3.011824 -0.1006 -1.9889 -0.3090
H 2.235057 9.988910 0.418832 0.0096 -0.0977 0.0524
H 1.512477 -4.634708 -0.277706 -0.2082 -0.2459 0.0617
H -2.796815 0.796911 0.558926 1.3405 0.4040 0.2592
H -1.552737 -2.788502 -6.560951 0.0906 0.0594 0.0766
H -1.845070 2.433049 5.721533 0.2628 -0.0176 -0.2618
H 0.201994 -7.614683 -0.676567 -0.0785 -0.0266 -0.2161
H 0.048467 -2.949963 -7.288573 -0.0449 0.0199 0.0775
H -0.890039 4.351046 1.164628 0.1280 -0.0148 -0.3690
H 4.636407 -4.930014 2.337880 -0.0214 -0.2595 -0.0361
H 3.153258 -5.485609 3.142877 0.0080 -0.0166 -0.0489
H 0.300239 -5.573427 -1.870646 -0.1956 0.0849 -0.0821
H 0.949527 -0.796854 2.261251 -0.2512 1.0110 -1.0812
H 0.938375 8.941852 -1.769879 -0.3582 -0.0382 0.0463
H -2.584695 6.333140 6.688795 0.0385 0.0519 -0.2561
H -1.397511 -0.526035 2.268245 0.5748 0.3742 -1.2947
H -0.578497 -2.091415 -4.430840 -0.0273 -0.0239 -0.0740
H 0.563607 -1.378436 -5.589983 0.1291 -0.0983 0.1944
H -0.299448 3.342305 5.675086 -0.0480 -0.1202 -0.1145
H -1.058291 -1.052749 0.568685 0.3538 1.1895 0.6856
H -2.897211 4.018356 7.104871 0.0805 0.0563 0.0001
H 2.370556 -3.444727 2.049081 0.0774 -0.0748 0.0238
H 2.851205 7.604122 1.583710 -0.1821 -0.1772 0.0108
H -0.528362 -6.242451 -3.291320 0.0135 -0.0007 0.0665
H -0.263610 -5.213709 -6.726958 -0.0356 -0.2092 0.2943
H 0.541938 -1.044783 -2.798766 0.4356 1.3825 0.3812
H -0.017922 9.421203 -0.329873 -0.0523 -0.0605 -0.1263
H 2.921768 8.670056 -0.534724 -0.0467 0.0232 0.0811
H -1.744639 -8.929836 -0.759684 -0.3017 -0.0194 -0.1826
H -1.962234 -8.679036 -2.522824 -0.1478 -0.0332 0.1024
H -1.262313 4.199600 7.748533 -0.0415 0.0888 -0.0535
H -3.244704 4.312457 1.196534 -0.0416 -0.2677 -0.2239
H 3.453294 -3.714175 0.679413 -0.0294 -0.0334 0.0815
H -0.855685 6.144792 6.325479 -0.0304 -0.0224 -0.0277
H 0.432002 -8.256186 -2.300925 0.0401 0.1472 0.0599
H 1.360930 0.126189 -1.587817 -0.8999 -0.1773 -0.9828
H 1.211894 0.033048 0.634106 -0.4636 0.4473 1.3425
H -1.852815 1.764684 1.775744 0.3428 -0.4033 -1.4600
```
Forces are in eV/Å.

Results
Total energy (hartree): -2972.36627
LUMO energy (eV): 0.258
E_HOMO (eV): -9.8

Results of the Mulliken charge analysis, in e, for atoms 1 through 8: 1.1463 0.1361 0.6643 -0.1717 -0.3796 -0.7167 -0.3142 -0.2934